No. 1
Here is C49H57F6MnN11O15S6 as an isolated structure from the Open Molecules 2025 dataset. Energies are from ωB97M-V with the def2-TZVPD basis set.

**Highest occupied orbital energy (spin up / spin down)**: -21.58 / -21.64 eV
**Net charge**: +7
**Spin multiplicity**: 7

Cartesian coordinates (Å):
Mn (-1.214, 1.604, 2.993)
S (1.196, 3.619, 4.091)
S (4.917, 1.233, -2.219)
S (-2.240, -0.461, 5.529)
S (-0.083, -0.740, 4.853)
S (-0.898, 3.972, 5.055)
S (5.468, 1.453, -4.502)
F (1.592, 3.673, 2.547)
F (0.727, -0.202, 3.568)
F (3.747, 1.716, -1.290)
F (4.698, 2.031, -5.846)
F (-3.534, 0.472, 5.441)
F (-2.388, 3.479, 4.732)
O (1.964, 2.602, 4.715)
O (1.076, 1.271, -0.733)
O (-0.774, 3.589, 6.445)
O (5.717, 0.019, -4.773)
O (4.847, -0.216, -2.131)
O (-0.010, 1.524, 1.259)
O (-0.169, -2.116, 4.396)
O (1.656, 4.926, 4.527)
O (-1.917, -0.063, 6.899)
O (0.810, -0.291, 5.892)
O (6.659, 2.317, -4.542)
O (6.115, 1.793, -1.530)
O (-2.909, -1.726, 5.187)
O (2.046, 0.899, 1.111)
O (-1.088, 5.334, 4.679)
N (-2.281, 5.094, 0.412)
N (-5.814, 1.474, -4.559)
N (1.216, 1.107, -5.399)
N (-0.224, -3.055, 0.044)
N (4.241, -0.012, 3.851)
N (-0.381, 3.122, 3.960)
N (4.371, 1.920, -3.617)
N (2.706, -5.635, 7.853)
N (-1.384, 0.268, 4.427)
N (-2.980, -8.280, 4.039)
N (0.109, 5.894, -10.504)
C (-2.029, -7.622, 1.954)
C (-1.540, -5.007, 0.259)
C (3.367, -3.450, 6.164)
C (-4.213, 4.485, -0.784)
C (0.579, 3.652, -9.780)
C (0.266, 1.615, -7.497)
C (-4.266, 2.912, -2.712)
C (4.178, -1.192, 5.871)
C (-1.138, -5.284, 1.609)
C (-2.625, -8.620, 2.754)
C (-0.186, 6.281, -9.241)
C (-3.574, 5.279, 0.199)
C (-1.566, 4.199, -0.242)
C (0.481, 4.634, -10.786)
C (3.329, -5.832, 6.657)
C (-1.663, 5.932, 1.480)
C (-0.032, 5.361, -8.192)
C (-1.108, -3.971, -0.468)
C (-6.722, 0.687, -5.540)
C (1.399, 0.157, -4.302)
C (-3.442, -9.355, 4.840)
C (-2.157, 3.419, -1.267)
C (-5.313, 2.081, -2.289)
C (0.157, -3.195, 1.347)
C (4.502, -0.042, 5.195)
C (3.564, -4.763, 5.743)
C (-2.735, -7.043, 4.566)
C (1.027, 1.212, 0.590)
C (1.440, 3.362, -6.280)
C (2.314, -6.843, 8.668)
C (0.617, 0.651, -6.520)
C (1.655, 2.440, -5.282)
C (-1.758, -6.332, 2.471)
C (0.336, 4.006, -8.465)
C (-0.010, 6.891, -11.614)
C (-6.052, 1.420, -3.255)
C (3.629, -2.302, 5.262)
C (-2.176, -6.051, 3.774)
C (-0.203, -4.342, 2.168)
C (-4.760, 2.189, -4.978)
C (0.691, 2.967, -7.441)
C (3.808, -1.091, 3.166)
C (4.620, 1.280, 3.175)
C (2.650, -3.233, 7.404)
C (3.408, -2.222, 3.867)
C (-3.909, 2.919, -4.090)
C (2.334, -4.367, 8.210)
C (-3.486, 3.616, -1.620)
C (0.137, -1.895, -0.859)
H (3.619, -6.857, 6.477)
H (0.523, 7.818, -11.402)
H (-2.843, -9.634, 2.453)
H (-6.912, 0.853, -2.932)
H (-6.776, 1.203, -6.499)
H (-5.562, 1.818, -1.271)
H (-1.619, 2.619, -1.755)
H (3.571, -0.868, 2.136)
H (-4.730, 2.310, -6.051)
H (1.917, 0.812, -0.679)
H (2.436, -0.177, -4.329)
H (-4.478, -9.514, 4.541)
H (3.180, -7.152, 9.254)
H (3.985, -4.955, 4.767)
H (0.920, 2.660, -10.040)
H (-4.099, 5.937, 0.875)
H (-6.200, -0.226, -5.828)
H (-2.108, -5.057, 4.189)
H (-1.543, -3.723, -1.424)
H (1.499, -6.640, 9.363)
H (4.419, 1.238, 2.105)
H (0.515, 6.497, -12.484)
H (4.424, -1.255, 6.921)
H (5.089, 0.741, 5.652)
H (-0.413, 7.322, -9.061)
H (-3.299, -9.165, 5.904)
H (1.097, -1.516, -0.508)
H (-0.178, 5.687, -7.173)
H (0.391, -0.404, -6.552)
H (-1.051, 7.073, -11.880)
H (0.747, -2.344, 1.654)
H (3.112, -3.085, 3.291)
H (-2.327, 5.954, 2.344)
H (5.707, 1.353, 3.165)
H (-1.400, 6.914, 1.088)
H (-7.684, 0.404, -5.114)
H (-0.479, -1.012, -0.686)
H (-3.008, -6.838, 5.590)
H (-0.569, 3.999, 0.120)
H (1.849, -4.357, 9.175)
H (-2.971, -10.292, 4.545)
H (-3.145, 3.584, -4.464)
H (0.263, -2.098, -1.923)
H (1.772, 4.386, -6.190)
H (0.721, 4.422, -11.818)
H (-1.813, -7.888, 0.930)
H (-0.285, 1.311, -8.375)
H (-2.173, -5.684, -0.295)
H (4.019, 2.097, 3.576)
H (-0.826, 5.350, 1.866)
H (0.033, -4.312, 3.221)
H (1.206, 0.615, -3.332)
H (0.723, -0.693, -4.387)
H (2.464, -2.232, 7.764)
H (2.116, 2.730, -4.349)
H (2.024, -7.629, 7.971)
H (-5.265, 4.705, -0.885)

=====

No. 2
Here is a 7-piece molecular cluster, C49H57FN7O15P2S overall from the Open Molecules 2025 dataset. Energies are from ωB97M-V with the def2-TZVPD basis set.

**Highest occupied orbital energy**: -11.03 eV
**Net charge**: +1

Cartesian coordinates (Å):
S (-6.606, 1.177, 0.679)
P (-5.192, 0.245, -0.280)
P (-1.519, 3.880, 1.365)
F (0.912, 0.187, 5.307)
O (-0.813, -3.146, 3.567)
O (-1.292, -7.185, -9.301)
O (-9.114, 0.902, -2.629)
O (7.974, -1.941, 6.957)
O (0.028, -1.721, -5.861)
O (9.224, -3.866, -0.543)
O (0.116, 8.543, -1.146)
O (-2.317, -3.314, 1.906)
O (-10.997, 1.011, -3.659)
O (-2.493, 0.176, -0.089)
O (0.982, 6.610, -1.481)
O (7.166, -0.418, 5.679)
O (0.062, -0.732, -3.953)
O (11.294, -4.205, -0.077)
O (-0.799, -6.172, -7.477)
N (1.058, 7.784, -1.162)
N (7.044, -1.335, 6.463)
N (-2.212, 1.269, 2.262)
N (-10.315, 1.086, -2.661)
N (-0.709, -6.325, -8.682)
N (-0.033, -1.723, -4.653)
N (10.164, -3.888, 0.225)
C (4.701, 7.960, -0.411)
C (3.328, -1.499, 6.562)
C (-0.240, -3.015, -3.978)
C (8.626, -3.157, 1.996)
C (4.220, -3.163, 8.061)
C (-0.204, 4.459, 0.196)
C (-3.642, 1.081, 1.879)
C (4.819, 9.280, 0.006)
C (-12.218, 2.068, 0.970)
C (0.224, 0.778, 4.257)
C (9.912, -3.500, 1.623)
C (-10.843, 1.869, 0.938)
C (9.438, -2.746, 4.226)
C (4.613, -1.107, 6.229)
C (-1.277, 0.741, 4.523)
C (-0.607, -5.423, -2.700)
C (-2.029, 1.521, -0.177)
C (0.242, -5.561, -10.811)
C (-2.018, 1.783, 3.671)
C (0.869, 3.442, -0.200)
C (1.066, -4.708, -11.526)
C (3.706, 10.109, 0.031)
C (-0.508, -4.249, -1.964)
C (8.395, -2.778, 3.308)
C (-3.643, 0.042, 0.743)
C (1.692, -3.586, -9.489)
C (0.161, -5.409, -9.439)
C (5.681, -1.756, 6.820)
C (-1.120, -3.585, 2.490)
C (2.468, 9.624, -0.357)
C (-3.602, -1.398, 1.355)
C (-10.988, 1.423, -1.394)
C (1.791, -3.724, -10.867)
C (-3.091, 4.445, 0.580)
C (-1.472, 2.020, 1.165)
C (-0.340, -4.166, -4.733)
C (10.720, -3.102, 3.826)
C (0.871, -4.434, -8.764)
C (3.469, 7.462, -0.800)
C (-10.218, 1.543, -0.253)
C (5.510, -2.782, 7.730)
C (-2.284, -2.118, 1.103)
C (2.373, 8.306, -0.762)
C (3.132, -2.524, 7.480)
C (-12.356, 1.611, -1.387)
C (-12.972, 1.937, -0.189)
C (-0.524, -5.379, -4.086)
C (10.966, -3.484, 2.516)
C (-0.319, -3.035, -2.599)
H (5.571, 7.318, -0.436)
H (2.437, -3.063, -11.429)
H (-5.566, -1.052, -0.642)
H (-10.257, 1.971, 1.842)
H (4.785, -0.312, 5.519)
H (-0.752, -6.369, -2.197)
H (1.142, -4.812, -12.599)
H (-0.232, -2.118, -2.036)
H (-0.604, -6.285, -4.671)
H (11.958, -3.762, 2.195)
H (-0.435, 1.688, 1.233)
H (-0.289, -4.129, -5.810)
H (0.486, 0.244, 3.335)
H (-4.102, 2.036, 1.641)
H (-0.441, -4.222, 1.911)
H (-0.568, -4.276, -0.883)
H (7.395, -2.502, 3.613)
H (-12.929, 1.507, -2.296)
H (4.065, -3.961, 8.774)
H (1.595, 10.259, -0.346)
H (1.724, 3.990, -0.600)
H (-1.433, -1.518, 1.437)
H (-1.669, -0.263, 4.344)
H (-9.152, 1.384, -0.309)
H (-2.156, -2.384, 0.053)
H (2.485, -1.005, 6.105)
H (-12.704, 2.326, 1.902)
H (-0.691, 4.867, -0.688)
H (6.365, -3.272, 8.171)
H (-4.192, 0.664, 2.720)
H (-4.769, 0.837, -1.481)
H (3.364, 6.441, -1.131)
H (-3.750, -1.343, 2.435)
H (0.290, 5.287, 0.705)
H (-14.042, 2.089, -0.161)
H (-3.480, 5.247, 1.205)
H (2.255, -2.819, -8.976)
H (2.127, -2.825, 7.744)
H (-1.458, 2.712, 3.652)
H (0.579, 1.809, 4.164)
H (1.245, 2.867, 0.647)
H (-1.830, 0.322, 2.264)
H (-2.841, 2.157, -0.540)
H (-3.004, 1.940, 4.103)
H (-2.878, 4.871, -0.404)
H (11.534, -3.079, 4.537)
H (-0.327, -6.330, -11.310)
H (7.824, -3.183, 1.274)
H (-4.412, -2.018, 0.970)
H (5.783, 9.663, 0.312)
H (0.789, -4.335, -7.694)
H (9.244, -2.443, 5.249)
H (-1.420, 1.036, 5.563)
H (-3.849, 3.675, 0.444)
H (-1.244, 1.539, -0.931)
H (0.540, 2.782, -1.003)
H (3.801, 11.137, 0.353)

=====

No. 3
Here is C49H58NO2P4Pt as an isolated structure from the Open Molecules 2025 dataset. Energies are from ωB97M-V with the def2-TZVPD basis set.

**Highest occupied orbital energy (spin up / spin down)**: -9.49 / -11.08 eV
**Net charge**: +1
**Spin multiplicity**: 3

Cartesian coordinates (Å):
Pt (-1.355, 1.614, -0.273)
P (1.053, -3.155, 0.510)
P (2.684, -0.523, 0.050)
P (-2.883, -0.060, -0.367)
P (-0.272, 3.645, -0.302)
O (-0.058, -2.601, -0.293)
O (1.748, 0.647, 0.038)
N (-2.912, 2.681, 0.644)
C (-5.696, 0.429, -0.070)
C (-4.396, 0.879, 0.120)
C (6.636, 0.514, 0.478)
C (-0.449, -4.050, 4.179)
C (-2.903, 5.675, 2.927)
C (-4.195, 2.251, 0.429)
C (-2.746, -1.316, 0.920)
C (-1.061, 5.795, 1.365)
C (0.487, -4.041, 1.972)
C (2.015, -0.787, -2.561)
C (3.936, -2.771, -3.128)
C (6.683, 0.895, 1.825)
C (3.850, -2.218, -1.867)
C (-1.420, 4.590, 0.772)
C (-2.343, -0.718, 2.259)
C (3.215, -4.942, 0.045)
C (4.374, 0.280, 2.051)
C (2.044, -4.367, -0.436)
C (-6.555, 2.654, 0.371)
C (-0.492, -5.438, 4.129)
C (-2.596, 3.934, 1.209)
C (3.910, -5.893, -0.701)
C (-3.411, -0.920, -1.920)
C (2.909, -1.209, -1.590)
C (5.473, 0.013, -0.086)
C (-2.285, -1.817, -2.353)
C (2.164, -5.827, -2.340)
C (3.071, -2.335, -4.133)
C (-3.988, -2.218, 1.093)
C (-3.289, 4.508, 2.318)
C (3.348, -6.358, -1.873)
C (-1.817, 6.358, 2.432)
C (1.467, 3.818, 0.204)
C (4.325, -0.091, 0.704)
C (2.185, -1.893, 1.158)
C (5.578, 0.769, 2.626)
C (-0.106, -6.126, 2.994)
C (-1.797, 4.591, -2.502)
C (2.157, -1.343, -3.839)
C (-6.763, 1.293, 0.051)
C (0.025, -3.326, 3.101)
C (1.504, -4.865, -1.614)
C (2.159, 5.130, -0.282)
C (-0.323, 4.452, -1.984)
C (0.453, 3.641, -2.994)
C (-3.750, 0.113, -2.993)
C (1.484, 3.532, 1.707)
C (0.435, -5.407, 1.943)
C (-5.280, 3.148, 0.559)
H (-2.472, 4.991, -1.690)
H (5.596, 1.045, 3.640)
H (2.074, 5.197, -1.352)
H (1.017, 2.596, 1.888)
H (7.601, 1.305, 2.149)
H (-1.874, -1.969, 0.594)
H (-1.837, 5.291, -3.328)
H (-1.510, 7.311, 2.879)
H (-0.839, -6.004, 4.987)
H (2.529, 3.390, 2.077)
H (-7.750, 0.924, -0.128)
H (1.062, 4.322, 2.374)
H (-4.394, -2.499, 0.094)
H (1.734, -6.122, -3.297)
H (1.490, 3.437, -2.648)
H (1.804, -1.376, 2.011)
H (-2.148, 3.602, -2.799)
H (3.572, -4.661, 1.014)
H (-1.276, -1.370, -2.352)
H (5.484, -0.213, -1.180)
H (3.205, 5.065, 0.027)
H (-2.170, -2.628, -1.659)
H (0.834, -5.948, 1.107)
H (1.422, -1.064, -4.624)
H (1.862, 2.948, -0.315)
H (-3.394, 6.082, 3.806)
H (-2.503, -2.224, -3.403)
H (3.436, 0.290, 2.675)
H (-5.852, -0.620, -0.385)
H (-4.126, -0.439, -3.881)
H (4.643, -3.579, -3.334)
H (1.390, 0.057, -2.366)
H (7.510, 0.736, -0.167)
H (-0.236, -7.203, 2.910)
H (-4.489, 0.834, -2.620)
H (-1.276, -0.380, 2.188)
H (-0.182, 6.304, 0.977)
H (-2.867, 0.666, -3.214)
H (-4.852, -1.756, 1.633)
H (0.023, 2.624, -3.184)
H (3.105, -2.730, -5.133)
H (0.592, -4.507, -2.047)
H (-4.158, 4.053, 2.709)
H (-4.270, -1.545, -1.657)
H (-7.392, 3.333, 0.358)
H (3.779, -7.168, -2.465)
H (4.461, -2.614, -1.048)
H (-2.389, -1.490, 3.047)
H (0.514, 4.176, -3.920)
H (-3.716, -3.072, 1.659)
H (-0.733, -3.587, 5.115)
H (-5.119, 4.231, 0.567)
H (4.840, -6.287, -0.334)
H (0.164, 5.426, -1.948)
H (3.074, -2.396, 1.499)
H (-0.041, -2.222, 3.154)
H (-2.937, 0.149, 2.577)
H (1.760, 6.053, 0.079)